No. 1
The following is a quantum chemistry calculation of a cluster of 5 separate species, C27H54B2O11 in total in a non-equilibrium geometry, from the OMol25 dataset.

Geometry as XYZ:
```
94
C27H54B2O11, DFT ωB97M-V/def2-TZVPD
C -0.58 -4.64 1.61
C 0.42 -4.29 0.87
C 1.70 -3.86 1.53
O 2.31 -4.64 2.12
O 2.07 -2.56 1.37
C 2.68 -2.09 2.61
C 2.89 -0.57 2.70
C 1.94 0.32 1.90
C 0.58 0.61 2.54
C -0.44 -0.53 2.41
C -1.14 -0.96 3.72
B -0.15 -1.56 4.81
B 0.28 -0.83 6.26
O -0.45 -1.17 7.42
C 1.43 0.22 6.46
C 2.66 -0.34 7.23
H -0.72 -4.22 2.60
H -1.29 -5.36 1.24
H 0.36 -4.30 -0.21
H 3.66 -2.54 2.65
H 2.15 -2.49 3.46
H 2.94 -0.31 3.75
H 3.88 -0.38 2.30
H 2.44 1.27 1.81
H 1.83 -0.05 0.88
H 0.17 1.47 2.01
H 0.67 0.95 3.57
H -0.05 -1.39 1.89
H -1.24 -0.15 1.78
H -1.84 -1.76 3.45
H -1.70 -0.14 4.17
H 0.34 -2.64 4.60
H -1.40 -1.10 7.25
H 1.08 1.14 6.92
H 1.82 0.52 5.48
H 3.27 -0.93 6.55
H 3.25 0.51 7.53
H 2.35 -0.92 8.10
C 1.29 -1.16 -3.18
C 0.74 -1.42 -1.80
O 0.22 -0.24 -1.21
C -1.04 0.20 -1.39
C -1.87 -0.37 -2.52
O -1.46 1.09 -0.71
H 0.50 -0.82 -3.86
H 1.73 -2.07 -3.60
H 2.04 -0.38 -3.15
H -0.01 -2.22 -1.79
H 1.54 -1.75 -1.14
H -1.72 0.23 -3.41
H -2.92 -0.32 -2.22
H -1.66 -1.41 -2.74
C -2.82 4.08 -7.13
C -1.85 3.22 -7.91
O -0.90 2.59 -7.05
C -1.13 1.42 -6.43
C -2.53 0.87 -6.37
O -0.21 0.87 -5.87
H -3.42 3.49 -6.44
H -3.50 4.60 -7.81
H -2.28 4.82 -6.55
H -2.36 2.48 -8.53
H -1.27 3.84 -8.59
H -3.02 1.24 -5.47
H -2.47 -0.22 -6.32
H -3.14 1.11 -7.24
C -5.33 -4.11 -4.68
C -4.26 -3.07 -4.44
O -4.51 -1.87 -5.17
C -5.29 -0.87 -4.72
C -6.19 -1.11 -3.54
O -5.30 0.18 -5.32
H -6.31 -3.77 -4.34
H -5.09 -5.04 -4.16
H -5.42 -4.32 -5.74
H -4.12 -2.85 -3.37
H -3.30 -3.44 -4.80
H -7.16 -1.46 -3.89
H -6.33 -0.16 -3.02
H -5.79 -1.81 -2.81
C 5.14 5.90 4.37
C 5.70 4.56 4.77
O 4.68 3.56 4.86
C 4.26 2.83 3.82
C 4.64 3.25 2.42
O 3.53 1.89 4.01
H 4.69 5.87 3.37
H 5.92 6.66 4.37
H 4.36 6.21 5.06
H 6.51 4.23 4.11
H 6.13 4.63 5.77
H 3.87 3.92 2.03
H 4.69 2.37 1.79
H 5.61 3.74 2.35
```

charge	0
calculated total energy	-1938.4776	Eh
orbital gap	9.09	eV
HOMO energy	-8.75	eV
structure (SMILES)	C=CC(=O)OCCCCCCBB(O)CC.CCOC(C)=O.CCOC(C)=O.CCOC(C)=O.CCOC(C)=O



No. 2
The following is a quantum chemistry calculation of a structure of composition C28H39ClN4O5Sc in a non-equilibrium geometry, from the OMol25 dataset.

Geometry as XYZ:
```
78
C28H39ClN4O5Sc, DFT ωB97M-V/def2-TZVPD
Sc -1.47 -0.28 -0.67
Cl -3.00 -1.93 0.68
N 0.10 1.61 -1.12
N -0.24 -2.37 -0.82
C -0.65 2.54 -1.69
C -0.78 -3.17 -1.69
C 1.37 2.24 -0.75
C 0.98 3.72 -0.72
C 2.40 1.96 -1.83
C 1.87 1.74 0.60
H 2.04 2.30 -2.81
H 2.62 0.89 -1.89
H 3.32 2.50 -1.59
H 1.06 1.78 1.33
H 2.68 2.40 0.93
H 2.24 0.72 0.54
C 0.82 -3.10 -0.11
C 0.91 -4.40 -0.90
C 0.37 -3.38 1.32
C 2.13 -2.31 -0.12
H 2.41 -2.10 -1.15
H 2.91 -2.92 0.35
H 2.02 -1.38 0.44
H -0.56 -3.95 1.30
H 0.20 -2.44 1.86
H 1.16 -3.96 1.81
O -0.21 -4.36 -1.84
H 0.78 -5.30 -0.29
H 1.83 -4.49 -1.49
O -0.23 3.78 -1.55
H 1.72 4.40 -1.16
H 0.70 4.05 0.29
C -1.86 2.22 -2.53
C -1.94 -2.79 -2.57
C -1.48 -1.50 -3.18
H -2.81 -2.64 -1.90
H -2.15 -3.60 -3.28
C -1.75 -0.28 -2.57
C -1.48 0.93 -3.18
H -3.46 -0.36 -0.61
C -0.84 0.94 -4.44
C -0.48 -0.29 -5.01
C -0.48 2.23 -5.10
C -0.81 -1.52 -4.41
H 0.06 -0.30 -5.98
C -0.42 -2.83 -5.04
H 0.17 -2.62 -5.95
H -1.32 -3.42 -5.31
H 0.19 -3.45 -4.34
H -1.38 2.88 -5.22
H -0.05 2.01 -6.09
H 0.28 2.80 -4.50
H -2.08 3.06 -3.20
H -2.72 2.10 -1.83
C 2.19 0.73 4.38
C 1.03 1.71 4.27
C -0.40 1.12 4.08
C -0.98 0.51 5.40
C -0.17 -0.58 6.08
C -1.31 2.27 3.72
O -1.41 3.36 4.46
N -2.09 2.15 2.61
C -1.80 1.35 1.52
O -2.41 1.58 0.48
N -0.87 0.37 1.67
C -0.42 0.08 2.92
O 0.05 -1.06 3.18
H 2.00 -0.05 5.12
H 3.09 1.29 4.68
H 2.41 0.26 3.41
H 1.00 2.34 5.18
H 1.23 2.39 3.44
H -1.14 1.34 6.10
H -1.97 0.11 5.14
H 0.67 -0.17 6.63
H -0.82 -1.09 6.79
H 0.17 -1.30 5.33
H -2.73 2.90 2.39
```

charge	-1
calculated total energy	-2906.6219	Eh
orbital gap (alpha / beta)	4.56 / 4.56	eV
energy above the lowest of the compared OMol25 structures with the same formula, charge and spin	0.833	eV
HOMO energy (alpha / beta)	-2.12 / -2.12	eV



No. 3
The following is a quantum chemistry calculation of a cluster of 2 separate species, C8H14N2PS in total in a non-equilibrium geometry, from the OMol25 dataset.

Geometry as XYZ:
```
26
C8H14N2PS, DFT ωB97M-V/def2-TZVPD
C 1.79 -0.62 0.56
C 0.96 0.58 0.09
C 2.97 -0.73 -0.04
C 0.66 -1.60 0.85
C -0.49 -0.75 1.34
C -1.53 1.29 -0.08
C -0.42 0.26 0.12
C 3.81 -1.86 -0.25
N 1.81 1.48 -0.50
N -4.51 1.22 -1.02
P -1.41 2.92 0.36
S 3.29 0.96 -0.81
H 0.35 -2.22 0.04
H 0.90 -2.36 1.52
H -1.43 -1.36 1.38
H -0.49 -0.34 2.31
H -2.48 1.06 -0.46
H -0.41 -0.53 -0.67
H 4.33 -1.73 -1.27
H 4.63 -2.12 0.47
H 3.31 -2.84 -0.23
H -4.85 2.17 -0.66
H -4.90 0.55 -0.43
H -4.77 0.91 -1.97
H -2.76 3.28 0.00
H 1.60 2.37 -0.65
```

charge	+1
calculated total energy	-1161.9110	Eh
orbital gap	8.27	eV
energy above the lowest of the compared OMol25 structures with the same formula, charge and spin	2.802	eV
HOMO energy	-12.62	eV